No. 1
Formula: C26H31IN8O4PS2TeW
Source: the Open Molecules 2025 dataset
Level of theory: ωB97M-V/def2-TZVPD

Each line ends with the Mulliken charge.
Atoms and positions in Å:
W 0.7225 0.1033 -0.5826  -0.11
C -0.4366 -3.9255 -2.1714  -1.95
C -0.3508 -2.8894 -1.1161  0.52
N 0.7896 -2.1999 -1.0777  -0.66
N 1.1944 -1.6145 0.1392  0.49
C 0.7476 -1.9723 1.4007  0.56
S 0.1713 -0.6110 2.2160  -0.03
S 1.0229 -3.5739 1.8756  0.14
C 0.2900 -3.8336 3.5541  -0.77
C 0.1051 -5.3189 3.6393  0.26
C -1.0796 -5.9105 3.2061  -0.17
C -1.2203 -7.2877 3.2381  -0.71
C -0.1772 -8.0854 3.6909  -0.45
C 1.0078 -7.5012 4.1156  -0.63
C 1.1492 -6.1227 4.0866  -0.37
C -1.5067 -2.6685 -0.2677  1.48
C -2.4213 -3.6718 0.0823  -1.25
C -3.6270 -3.3543 0.6670  -0.87
C -3.9755 -2.0187 0.8785  -0.80
C -3.0971 -1.0056 0.5396  -1.01
C -1.8687 -1.3302 -0.0072  0.86
O -1.0150 -0.3424 -0.3869  1.14
H 0.4137 -3.8637 -2.8480  0.54
H -1.3817 -3.9013 -2.7138  0.43
H -0.3849 -4.9018 -1.6708  0.52
H -0.6421 -3.2726 3.6060  0.51
H 1.0163 -3.4585 4.2711  0.52
H -1.9043 -5.2863 2.8791  0.42
H -2.1470 -7.7445 2.9160  0.41
H -0.2889 -9.1608 3.7151  0.42
H 1.8220 -8.1189 4.4692  0.41
H 2.0739 -5.6689 4.4263  0.39
H -2.1567 -4.7084 -0.0865  0.46
H -4.3161 -4.1413 0.9422  0.53
H -4.9354 -1.7634 1.3064  0.51
H -3.3443 0.0361 0.7001  0.60
I -3.9473 3.6473 -1.8832  0.16
C -2.1633 3.5550 -0.7957  -0.97
C -1.6932 4.6283 -0.0478  -0.09
C -0.5277 4.4407 0.6793  -0.94
C 0.1426 3.2371 0.6063  -0.24
N -0.2740 2.2120 -0.1540  0.43
C -1.4338 2.3819 -0.8194  -0.35
H -2.2237 5.5709 -0.0274  0.51
H -0.1415 5.2296 1.3097  0.51
H 1.0381 3.0931 1.1957  0.22
H -1.8216 1.5490 -1.3798  0.60
C 5.7061 -0.6284 -3.2166  -0.99
C 5.6544 0.4517 -2.1670  -0.25
O 4.4052 1.2495 -2.3282  -0.24
P 3.1116 1.0487 -1.5271  0.57
O 2.2294 -0.1629 -1.8925  -0.50
Te 2.9022 1.0104 0.8653  0.16
O 2.1084 2.2206 -1.9363  0.09
C 2.5783 3.6229 -1.9624  -0.27
C 2.2039 4.2596 -3.2755  -1.20
H 6.5721 -1.2642 -3.0343  0.40
H 5.8047 -0.1995 -4.2120  0.32
H 4.8134 -1.2546 -3.1810  0.24
H 6.4525 1.1780 -2.2850  0.33
H 5.6797 0.0536 -1.1517  0.33
H 3.6576 3.6269 -1.8204  0.55
H 2.1010 4.1235 -1.1213  0.22
H 2.7222 3.7847 -4.1079  0.33
H 2.5021 5.3075 -3.2370  0.47
H 1.1287 4.2066 -3.4430  0.20
N -0.3990 2.1592 -5.5088  -0.56
N -0.3116 1.2119 -4.5674  1.01
N -0.2643 -0.0655 -4.8848  -1.03
C -0.1203 -0.6346 -3.7131  -0.43
N -0.1071 0.2807 -2.7290  0.17
N -0.2028 1.4779 -3.3080  -0.28
H -0.5937 1.7984 -6.4299  0.32
H -0.8268 3.0275 -5.2334  0.25
H -0.0552 -1.6980 -3.5720  0.61

Values from the calculation:
- energy relative to the best compared isomer or geometry (same formula, charge and spin) (eV) = 3.058
- HOMO energy (eV) = -15.473
- orbital gap (eV) = 5.0
- LUMO energy (eV) = -10.4667
- charge = +3



No. 2
Formula: C26H31N3O2S3Sn
Source: the Open Molecules 2025 dataset
Level of theory: ωB97M-V/def2-TZVPD

Each line ends with the natural charge from an NBO analysis.
Atoms and positions in Å:
Sn 1.2070 0.8935 -0.3814  1.58
C 3.5096 2.5211 0.9441  -0.26
C 2.2341 3.3014 1.0460  -0.26
N 1.0884 2.3936 1.2631  -0.67
C 1.0259 1.9108 2.6196  -0.27
C 1.5433 0.4820 2.8837  -0.45
S 1.9663 -0.7313 1.4387  0.34
C 3.7585 -0.6160 1.2234  -0.56
C 4.2635 0.2686 0.1117  -0.26
N 3.3985 1.4591 -0.0911  -0.68
H 4.3726 3.1385 0.7373  0.25
H 3.7368 2.0216 1.8932  0.21
H 2.2772 3.9692 1.9476  0.23
H 1.9471 3.9841 0.2174  0.26
H 0.1902 2.7845 0.9343  0.45
H 1.4512 2.6562 3.3091  0.24
H -0.0239 1.8216 2.7829  0.25
H 2.5194 0.4137 3.4039  0.24
H 0.8173 -0.1397 3.3580  0.26
H 4.1740 -0.4125 2.2658  0.26
H 4.0049 -1.6172 0.9302  0.27
H 5.2656 0.6267 0.4448  0.24
H 4.3566 -0.2193 -0.8901  0.26
H 3.5969 1.9275 -1.0502  0.46
S 1.2459 2.8407 -1.9260  -0.19
C 0.5174 2.0224 -3.2569  -0.23
C -0.2172 2.8003 -4.1651  -0.17
C -0.9258 2.2202 -5.1471  -0.21
C -0.9276 0.8898 -5.3273  -0.19
C -0.1057 0.1207 -4.5568  -0.21
C 0.5464 0.6608 -3.4751  -0.18
S 1.2158 -0.5204 -2.2985  -0.18
H -0.2882 3.9058 -3.9596  0.23
H -1.4646 2.8909 -5.7742  0.23
H -1.6344 0.6032 -6.1752  0.25
H -0.1071 -0.9705 -4.6468  0.22
C 0.7661 -4.9351 2.2254  -0.25
O -0.0245 -3.9850 1.5095  -0.51
C -1.0143 -3.3459 2.1084  0.28
C -1.4938 -3.4132 3.4272  -0.29
C -2.6067 -2.6819 3.8780  -0.16
C -3.2547 -1.8092 2.9893  -0.22
C -2.9737 -1.8213 1.6182  -0.22
C -1.8597 -2.5783 1.2620  0.12
N -1.5622 -2.6929 -0.1398  -0.47
C -1.7364 -1.9089 -1.2452  0.29
C -2.2697 -0.5486 -1.3040  -0.29
C -3.2251 -0.3969 -2.3674  -0.12
C -3.9396 0.8104 -2.4536  -0.24
C -3.6523 1.8211 -1.5598  -0.15
C -2.6280 1.7658 -0.6084  -0.28
C -1.7886 0.5937 -0.5677  0.45
O -0.7544 0.6085 0.3242  -0.89
H 0.0385 -5.6499 2.6190  0.21
H 1.4522 -4.4449 2.9592  0.19
H 1.3853 -5.3150 1.4353  0.21
H -1.1090 -4.0108 4.2418  0.24
H -3.0004 -2.7907 4.8885  0.24
H -4.1040 -1.2628 3.4111  0.24
H -3.5534 -1.2570 0.8823  0.25
H -0.9893 -3.5168 -0.2924  0.43
H -1.6767 -2.4709 -2.1524  0.22
H -3.4817 -1.2753 -3.0146  0.24
H -4.7805 0.9261 -3.2047  0.25
H -4.3071 2.7326 -1.6269  0.24
H -2.3921 2.5515 0.1241  0.23

Values from the calculation:
- energy relative to the best compared isomer or geometry (same formula, charge and spin) (eV) = 0.647
- HOMO energy (eV) = -13.139
- orbital gap (eV) = 6.9
- LUMO energy (eV) = -6.2105
- charge = +2



No. 3
Formula: C26H31N3O6PPdS3Te
Source: the Open Molecules 2025 dataset
Level of theory: ωB97M-V/def2-TZVPD

Each line ends with the Löwdin spin population.
Atoms and positions in Å:
Pd -0.4367 -0.8978 1.1236  1.14
C 3.1204 3.5154 4.0037  0.00
C 1.8508 3.0952 3.3096  0.00
O 2.1975 2.3356 2.1510  0.01
P 1.3602 0.9534 1.8487  0.01
S 1.8547 -0.3732 3.1878  0.06
S -0.5476 1.5207 1.6639  0.11
O 2.0273 0.6575 0.4245  0.00
C 3.4435 0.4286 0.2993  0.00
C 3.6865 -0.0746 -1.1035  0.00
H 2.8862 4.0761 4.9186  0.00
H 3.7261 4.1517 3.3477  0.00
H 3.7044 2.6293 4.2662  0.00
H 1.2728 3.9688 3.0019  0.00
H 1.2279 2.5082 3.9864  0.00
H 3.7618 -0.3003 1.0368  0.00
H 3.9789 1.3611 0.4854  0.00
H 3.1166 -0.9933 -1.2762  0.00
H 4.7544 -0.2899 -1.2355  0.00
H 3.3813 0.6736 -1.8441  0.00
Te -2.6729 -0.9937 -0.3852  0.35
C -4.6511 -1.0636 0.3966  0.04
C -5.6010 -0.1607 -0.1050  0.02
C -6.9410 -0.2378 0.2879  0.00
C -7.3519 -1.2100 1.2022  0.02
C -6.4125 -2.1019 1.7212  0.00
C -5.0762 -2.0305 1.3215  0.02
H -5.2835 0.6047 -0.8146  0.00
H -7.6625 0.4673 -0.1174  0.00
H -8.3921 -1.2685 1.5102  0.00
H -6.7211 -2.8623 2.4362  0.00
H -4.3513 -2.7336 1.7314  0.00
N -2.0294 -5.7346 6.7419  0.15
C -1.7961 -4.9747 5.8857  0.07
C -1.5042 -4.0549 4.8487  0.21
C -0.9509 -4.4675 3.5793  0.09
C -0.7148 -3.5465 2.6046  0.08
N -0.9740 -2.2120 2.7481  0.33
C -1.4729 -1.7966 3.9510  0.07
C -1.7467 -2.6365 4.9858  0.09
H -0.7200 -5.5113 3.3988  0.01
H -0.3019 -3.8382 1.6524  0.00
H -1.6383 -0.7345 4.0441  0.00
H -2.1419 -2.2370 5.9155  0.00
C 2.9573 4.6474 -2.1027  0.00
C 2.2766 3.5860 -2.9295  0.00
C 2.8805 3.0462 -4.0562  0.00
C 2.2454 2.0526 -4.7997  0.00
C 0.9992 1.6116 -4.4003  0.00
C 0.3749 2.1374 -3.2756  0.00
C 1.0230 3.1213 -2.5507  0.00
S 0.1732 0.3919 -5.3600  0.00
O 1.0884 0.0027 -6.3980  0.00
O -1.1197 0.9173 -5.6836  0.00
N -0.0535 -0.8954 -4.3889  0.00
C 1.1756 -1.6293 -3.9074  0.00
C 0.8771 -2.5023 -2.6786  0.00
C 0.5048 -1.8444 -1.3439  0.01
O 0.5834 -2.5595 -0.3117  0.04
O 0.1210 -0.6331 -1.3176  0.04
H 3.9645 4.8565 -2.4719  0.00
H 3.0206 4.3278 -1.0567  0.00
H 2.3857 5.5807 -2.1249  0.00
H 3.8668 3.3927 -4.3517  0.00
H 2.7039 1.6143 -5.6789  0.00
H -0.5899 1.7595 -2.9436  0.00
H 0.5577 3.5068 -1.6490  0.00
H -0.5920 -0.5818 -3.5647  0.00
H 2.0042 -0.9561 -3.6783  0.00
H 1.4954 -2.2665 -4.7250  0.00
H 1.7570 -3.1052 -2.4668  0.00
H 0.0599 -3.1900 -2.9209  0.00

Values from the calculation:
- energy relative to the best compared isomer or geometry (same formula, charge and spin) (eV) = 0.695
- 2S+1 = 4
- <S²> = 3.777
- HOMO energy (spin up / spin down) (eV) = 0.002 / -2.046
- orbital gap (spin up / spin down) (eV) = 4.0 / 6.0
- LUMO energy (spin up / spin down) (eV) = 3.9640 / 3.9597
- charge = -2



> Among the records above, which one has the highest charge?

C26H31IN8O4PS2TeW